# 1
{"formula": "C5H5O2", "method": "wB97M-V/def2-TZVPD", "energy_ha": -343.958860, "charge": -1, "e_lumo_ha": 0.150, "de_lowest_kj_mol": 202.12, "elements": ["O", "C", "O", "C", "C", "C", "C", "H", "H", "H", "H", "H"], "xyz": [[-3.3158, -0.8277, 0.5578], [-2.8888, 0.2046, 0.0529], [-3.4686, 1.1613, -0.4814], [-1.0809, 0.1346, -0.3620], [-0.0236, 1.1744, -0.1445], [0.9380, 0.3163, 0.1339], [0.0993, -0.9479, -0.0068], [-1.2165, 0.2554, -1.4989], [-0.1595, 2.2389, -0.2903], [1.9724, 0.5737, 0.4317], [0.0029, -1.3703, 0.8939], [0.4502, -1.7003, -0.7902]]}

***

# 2
{"formula": "C16H20N2O4S", "method": "wB97M-V/def2-TZVPD", "energy_ha": -1430.407576, "e_lumo_ha": 0.001, "de_lowest_kj_mol": 0.00, "elements": ["C", "C", "C", "C", "C", "C", "S", "C", "O", "N", "C", "C", "O", "O", "C", "C", "C", "C", "O", "C", "C", "N", "C", "H", "H", "H", "H", "H", "H", "H", "H", "H", "H", "H", "H", "H", "H", "H", "H", "H", "H", "H", "H"], "xyz": [[5.6710, -0.5358, 0.4837], [4.2156, -0.6861, 0.2170], [3.4985, -1.8103, -0.0613], [2.1306, -1.4329, -0.2001], [1.0788, -2.3414, -0.5003], [-0.2188, -2.2754, -0.1108], [-1.4270, -3.3883, -0.7701], [-2.7208, -2.6822, 0.2193], [-3.8748, -3.0030, 0.1760], [-2.1720, -1.7427, 1.0464], [-3.0113, -0.9447, 1.9041], [-3.5622, 0.2822, 1.1780], [-4.3313, 1.0579, 1.6759], [-3.0779, 0.3612, -0.0537], [-3.5283, 1.4455, -0.8874], [-3.4147, 0.9637, -2.3258], [-2.6830, 2.6842, -0.6160], [-0.8141, -1.4505, 0.9271], [-0.2656, -0.6663, 1.6719], [2.0885, -0.0475, -0.0431], [0.9676, 0.8944, -0.2659], [3.3481, 0.3820, 0.2140], [3.7133, 1.7529, 0.4383], [6.1527, -1.5038, 0.3820], [6.1326, 0.1560, -0.2213], [5.8520, -0.1693, 1.4949], [3.8768, -2.8112, -0.1179], [1.3601, -3.1949, -1.1068], [-3.8517, -1.5447, 2.2615], [-2.4092, -0.6048, 2.7524], [-4.5746, 1.6509, -0.6286], [-3.7954, 1.7245, -3.0007], [-3.9885, 0.0505, -2.4613], [-2.3748, 0.7594, -2.5694], [-3.0145, 3.5001, -1.2518], [-2.7881, 2.9849, 0.4236], [-1.6356, 2.4740, -0.8201], [0.2003, 0.4092, -0.8654], [1.3088, 1.7943, -0.7763], [0.5089, 1.1721, 0.6854], [2.9501, 2.2457, 1.0401], [3.8193, 2.2919, -0.5082], [4.6606, 1.7981, 0.9706]]}